The following is a DFT calculation (ωB97M-V with the def2-TZVPD basis set) of a 11-piece molecular cluster, C69H153N7O11 overall at a distorted geometry.

```
240
Properties=species:S:1:pos:R:3
O 17.88 -1.58 0.35
O 12.93 -1.38 13.92
O 29.73 -13.55 8.21
O 18.46 -13.73 17.24
O 15.92 -10.17 4.02
O 12.43 -14.61 5.29
O 22.20 -2.65 11.35
O 11.71 -14.58 0.33
O 4.61 -10.59 11.52
O 17.32 -7.64 -0.28
O 22.41 -9.13 -2.70
N 12.18 -1.90 14.92
N 18.11 -0.89 1.54
N 15.96 -10.26 5.43
N 4.60 -9.33 10.88
N 29.21 -13.16 6.89
N 21.58 -9.69 -3.67
N 22.95 -1.89 10.40
C 20.30 0.00 0.66
C 17.27 -11.24 7.40
C 21.33 -0.05 10.65
C 20.18 -2.17 2.10
C 24.03 -2.60 9.73
C 21.17 -7.41 -4.49
C 27.92 -15.29 6.37
C 2.13 -8.69 10.87
C 11.07 -3.42 17.06
C 11.83 -3.29 14.56
C 22.87 -0.44 10.67
C 12.59 -1.47 16.30
C 21.55 -8.87 -4.93
C 6.45 -10.12 9.48
C 20.58 -11.67 -4.57
C 3.58 -8.32 11.32
C 3.90 -6.91 10.77
C 21.67 -11.17 -3.61
C 15.54 -9.36 7.71
C 23.52 -3.88 9.01
C 27.15 -12.27 7.88
C 23.67 0.38 9.54
C 21.28 -11.70 -2.19
C 15.72 -0.37 2.05
C 15.57 -9.06 6.16
C 10.37 -13.02 -1.07
C 20.60 -10.95 -5.99
C 19.53 -0.72 1.86
C 17.11 0.20 1.75
C 17.44 -12.37 5.17
C 24.74 -1.77 8.68
C 30.27 -15.03 5.75
C 16.86 -9.96 8.23
C 14.12 -8.77 5.74
C 17.23 -10.97 5.83
C 18.07 -13.73 15.86
C 18.98 1.37 3.18
C 23.07 -11.81 -3.93
C 19.34 -13.63 14.91
C 13.96 -2.01 16.65
C 17.03 1.31 0.65
C 16.49 -7.83 6.01
C 29.20 -10.79 7.74
C 12.54 0.00 16.45
C 3.48 -8.27 12.80
C 11.20 -3.31 13.16
C 23.35 -0.07 12.04
C 5.44 -7.95 8.98
C 28.36 -11.97 7.04
C 10.54 -14.42 -0.60
C 10.76 -3.74 15.63
C 22.94 -8.89 -5.69
C 28.65 -13.61 4.59
C 17.50 1.02 3.08
C 28.14 -11.44 5.54
C 13.06 -4.18 14.46
C 20.43 -9.47 -5.81
C 17.30 -15.11 15.66
C 27.59 -12.51 4.66
C 4.34 -6.92 9.30
C 9.43 -14.89 0.29
C 11.49 -1.97 17.32
C 25.13 -3.05 10.80
C 4.13 -10.01 8.46
C 24.96 -0.29 9.05
C 5.09 -9.40 9.48
C 19.79 0.10 3.19
C 28.98 -14.30 5.98
C 18.55 -10.17 5.45
H 22.79 -3.63 8.24
H 5.44 -10.43 11.99
H 21.34 -2.78 10.94
H 10.23 -3.60 17.73
H 13.89 -3.66 13.98
H 4.52 -10.32 7.49
H 21.30 1.04 10.59
H 19.08 -13.68 13.85
H 16.93 -15.31 14.66
H 22.08 -11.46 -1.49
H 13.62 -8.07 6.41
H 12.33 -0.69 13.61
H 10.63 -4.82 15.56
H 13.48 -9.65 5.78
H 29.07 -11.08 5.12
H 20.44 -9.00 -6.79
H 11.54 0.37 16.25
H 19.58 -11.61 -4.13
H 9.36 -12.79 -1.41
H 27.36 -12.06 3.69
H 20.72 -0.33 11.51
H 18.44 -12.72 5.42
H 17.03 -8.28 0.37
H 17.39 -12.90 15.66
H 17.33 -7.74 6.70
H 2.58 -7.71 13.05
H 20.84 -0.36 9.73
H 15.86 -1.21 2.72
H 1.57 -7.77 11.07
H 23.01 -8.41 -6.67
H 30.28 -15.85 6.47
H 28.07 -16.19 5.77
H 9.18 -14.17 1.06
H 23.27 -11.84 -5.00
H 25.71 -2.14 8.37
H 7.16 -9.59 10.11
H 25.97 -3.66 10.46
H 13.98 -8.45 4.70
H 14.53 -2.28 15.76
H 3.36 -9.27 13.23
H 19.25 2.08 2.39
H 3.51 -7.03 8.60
H 19.77 -12.63 14.95
H 19.19 1.90 4.11
H 27.25 -10.80 5.49
H 6.33 -11.18 9.68
H 17.97 -15.96 15.82
H 19.94 -2.77 1.22
H 12.94 -5.11 13.91
H 24.36 -4.50 8.71
H 17.17 0.55 4.00
H 28.21 -14.34 3.91
H 24.37 -0.44 12.16
H 19.47 -9.23 -5.37
H 15.03 0.40 2.40
H 19.81 -2.72 2.96
H 24.18 -1.88 7.75
H 10.62 -1.32 17.29
H 12.25 -14.50 4.35
H 16.73 -10.20 9.29
H 9.77 -3.35 15.39
H 5.46 -7.98 7.89
H 2.02 -8.90 9.80
H 3.09 -6.20 10.90
H 25.38 0.28 8.21
H 21.48 -11.19 -6.59
H 30.62 -13.20 8.10
H 21.14 0.48 1.17
H 4.69 -6.43 11.35
H 10.90 -4.35 13.00
H 19.77 -11.21 -6.63
H 6.41 -7.56 9.28
H 10.69 -15.05 -1.48
H 29.54 -13.26 4.07
H 4.73 -5.92 9.06
H 25.51 -2.19 11.34
H 18.74 -10.24 4.38
H 26.63 -11.31 7.91
H 30.30 -15.62 4.83
H 25.68 -0.27 9.87
H 21.39 -6.69 -5.29
H 18.62 -9.12 5.71
H 19.47 -10.61 5.85
H 17.61 -9.19 8.40
H 8.56 -14.96 -0.36
H 13.80 -2.93 17.21
H 16.04 1.76 0.75
H 22.86 -0.65 12.82
H 28.81 -9.80 7.48
H 31.17 -14.43 5.80
H 4.30 -7.74 13.28
H 23.94 -11.32 -3.50
H 20.86 0.31 3.26
H 21.64 -7.00 -3.60
H 18.90 -12.90 17.40
H 22.96 0.56 8.73
H 26.68 -12.96 5.07
H 20.91 -12.69 -4.75
H 3.76 -10.96 8.85
H 21.27 -2.13 2.20
H 15.37 -10.90 3.73
H 18.21 -11.61 7.81
H 16.69 -13.06 5.57
H 28.08 -15.58 7.41
H 16.76 -7.74 4.96
H 20.34 -11.26 -1.83
H 26.99 -14.73 6.20
H 20.59 -0.73 -0.09
H 10.59 -12.40 -0.19
H 21.01 -12.75 -2.17
H 11.84 -4.09 17.43
H 23.38 -9.87 -5.85
H 23.25 -9.39 -3.09
H 1.76 -9.59 11.36
H 20.11 -7.30 -4.28
H 23.11 -12.80 -3.47
H 11.85 -15.52 0.45
H 27.31 -12.78 8.83
H 14.73 -10.07 7.87
H 30.23 -10.79 7.38
H 23.32 1.01 12.22
H 23.02 -4.51 9.75
H 11.89 -3.01 12.37
H 26.41 -12.78 7.27
H 17.75 2.13 0.64
H 12.75 0.36 17.46
H 20.07 -14.36 15.26
H 18.18 -7.94 -0.55
H 15.26 -0.80 1.16
H 13.48 -4.54 15.40
H 10.42 -2.55 13.16
H 11.96 -1.91 18.31
H 17.42 -12.40 4.08
H 16.99 1.98 3.01
H 12.90 -13.81 5.53
H 19.57 -0.66 3.94
H 16.54 -12.02 7.61
H 3.29 -9.39 8.16
H 24.70 -3.51 11.69
H 15.93 -6.97 6.37
H 16.99 0.89 -0.35
H 6.93 -10.09 8.50
H 29.37 -10.90 8.81
H 16.47 -15.14 16.36
H 14.45 -1.33 17.33
H 13.24 0.39 15.71
H 17.61 -2.45 0.64
H 15.29 -8.46 8.26
H 23.86 1.33 10.03
H 19.63 0.73 0.22
H 23.70 -8.41 -5.07
H 9.71 -15.86 0.72
H 11.10 -12.71 -1.82
```

## Properties
Structure (SMILES): CC1(C)CCCC(C)(C)N1O.CC1(C)CCCC(C)(C)N1O.CC1(C)CCCC(C)(C)N1O.CC1(C)CCCC(C)(C)N1O.CC1(C)CCCC(C)(C)N1O.CC1(C)CCCC(C)(C)N1O.CC1(C)CCCC(C)(C)N1O.CC(C)O.CC(C)O.O.O
Energy above the lowest of the compared OMol25 structures with the same formula, charge and spin (eV): 3.3960
Total energy (eV): -106973.781